Model a:
{"formula": "C6H9NO2", "method": "ωB97M-V/def2-TZVPD", "symbols": ["N", "C", "C", "C", "C", "C", "C", "O", "H", "H", "H", "H", "H", "H", "H", "O", "H", "H"], "coordinates": [[2.691, -0.666, 0.777], [1.710, -0.434, 0.124], [0.253, -0.221, 0.119], [-0.650, -0.615, -1.072], [-1.741, -0.378, 0.010], [-0.734, -0.985, 1.026], [-1.538, 1.111, 0.282], [-0.089, 1.154, 0.347], [-0.619, 0.044, -1.949], [-0.550, -1.668, -1.353], [-2.767, -0.739, -0.096], [-0.636, -2.072, 0.938], [-0.782, -0.665, 2.074], [-1.889, 1.761, -0.531], [-1.957, 1.449, 1.238], [3.121, 0.904, -1.022], [3.646, 0.368, -0.079], [2.530, 1.652, -0.832]], "e_lumo_ev": 0.642, "charge": 0, "e_homo_ev": -9.528}

Model b:
{"formula": "C6H9NO2", "method": "ωB97M-V/def2-TZVPD", "symbols": ["C", "C", "C", "C", "C", "C", "N", "O", "O", "H", "H", "H", "H", "H", "H", "H", "H", "H"], "coordinates": [[-1.287, 0.384, 0.304], [1.543, 1.640, -0.153], [2.351, -0.922, 0.781], [0.674, 0.872, -1.007], [2.365, 0.613, 0.544], [-2.671, -0.285, 0.238], [-0.358, 0.094, -0.715], [-0.975, 1.214, 1.134], [3.386, -0.279, 0.171], [2.222, 2.391, -0.734], [1.082, 2.090, 0.695], [2.428, -1.218, 1.768], [1.829, -1.462, 0.082], [1.006, 0.590, -1.972], [-2.802, -0.533, -0.868], [-2.635, -1.147, 0.869], [-3.590, 0.300, 0.572], [-0.782, -0.524, -1.394]], "e_lumo_ev": [0.465, 0.627], "charge": 0, "e_homo_ev": [-7.450, -6.812]}

Model c:
{"formula": "C6H9NO2", "method": "ωB97M-V/def2-TZVPD", "symbols": ["O", "C", "O", "C", "C", "C", "C", "C", "N", "H", "H", "H", "H", "H", "H", "H", "H", "H"], "coordinates": [[-2.066, -2.017, 0.073], [-1.514, -1.022, -0.274], [-2.151, 0.214, -0.347], [-1.445, 1.194, 0.428], [-0.093, 1.571, -0.237], [0.660, 0.282, -0.666], [1.623, -0.351, 0.359], [0.908, -1.682, 0.019], [-0.216, -0.915, -0.603], [-1.210, 0.737, 1.423], [-2.077, 2.031, 0.557], [-0.327, 2.160, -1.100], [0.597, 2.175, 0.292], [1.147, 0.355, -1.616], [2.712, -0.258, 0.322], [1.293, -0.047, 1.306], [1.509, -2.138, -0.788], [0.649, -2.289, 0.851]], "e_lumo_ev": 0.865, "smiles": "O=C1OCC[C@H]2CCN12", "charge": 0, "e_homo_ev": -9.540}

Which one sits at the bottom of the stability order? model b does.

Model a:
{"formula": "C6H9NO2", "method": "ωB97M-V/def2-TZVPD", "symbols": ["C", "C", "O", "C", "N", "O", "C", "C", "C", "H", "H", "H", "H", "H", "H", "H", "H", "H"], "coordinates": [[-1.481, -0.675, 1.230], [-0.959, -0.095, -0.037], [-2.046, -0.108, -0.959], [-0.581, 1.359, 0.030], [0.616, 1.801, -0.033], [1.741, 0.908, 0.117], [1.402, -0.362, 0.396], [1.535, -1.621, -0.327], [0.289, -0.772, -0.534], [-1.681, -1.723, 0.995], [-0.842, -0.554, 2.140], [-2.472, -0.198, 1.477], [-2.323, -1.042, -1.120], [-1.289, 2.170, -0.137], [1.136, -0.399, 1.436], [2.326, -1.553, -1.098], [1.565, -2.582, 0.128], [0.485, -0.130, -1.416]], "e_lumo_ev": 0.770, "smiles": "C[C@@]1(O)C=NO[C@@H]2C[C@H]21", "charge": 0, "e_homo_ev": -9.472}

Model b:
{"formula": "C6H9NO2", "method": "ωB97M-V/def2-TZVPD", "symbols": ["C", "C", "C", "O", "C", "C", "C", "N", "H", "H", "H", "H", "H", "H", "H", "O", "H", "H"], "coordinates": [[-1.288, -3.453, 1.054], [-1.672, -2.354, 0.722], [-1.948, -1.022, 0.175], [-0.884, -0.158, 0.501], [-0.834, 1.025, -0.271], [0.639, 1.407, -0.188], [1.124, 2.537, -0.986], [1.905, 2.934, -1.779], [-1.100, -4.502, 1.208], [-2.093, -1.111, -0.916], [-2.878, -0.612, 0.606], [-1.109, 0.872, -1.328], [-1.474, 1.789, 0.196], [0.890, 1.624, 0.862], [1.160, 0.537, -0.625], [3.418, 0.288, 0.494], [2.594, -0.061, 0.868], [3.551, 0.258, -0.592]], "e_lumo_ev": 0.377, "smiles": "C#CCOCCC#N.O", "charge": 0, "e_homo_ev": -10.384}

Model c:
{"formula": "C6H9NO2", "method": "ωB97M-V/def2-TZVPD", "symbols": ["C", "N", "C", "C", "C", "C", "C", "O", "O", "H", "H", "H", "H", "H", "H", "H", "H", "H"], "coordinates": [[-0.916, -2.062, -0.267], [1.734, 0.884, -1.005], [0.253, 0.171, -1.146], [-0.671, 0.963, -0.392], [-0.321, -0.802, 0.286], [-1.096, 2.061, 0.154], [0.047, -0.669, 1.560], [2.312, 1.028, 0.263], [0.067, -0.312, -2.271], [1.898, 1.818, 0.642], [2.291, 0.183, -1.491], [-0.989, -2.826, 0.506], [-0.307, -2.439, -1.088], [-1.903, -1.867, -0.688], [-1.862, 2.039, 0.920], [-0.777, 3.021, -0.238], [-0.130, -1.463, 2.273], [0.367, 0.271, 1.980]], "e_lumo_ev": -0.663, "charge": 0, "e_homo_ev": -8.724}

Model d:
{"formula": "C6H9NO2", "method": "ωB97M-V/def2-TZVPD", "symbols": ["H", "N", "C", "O", "C", "C", "C", "C", "C", "O", "H", "H", "H", "H", "H", "H", "H", "H"], "coordinates": [[1.470, -1.110, -1.452], [2.311, -0.723, -1.030], [2.054, -0.002, -0.005], [3.111, 0.619, 0.526], [0.766, 0.679, 0.374], [-0.509, 0.116, -0.261], [-0.748, -1.286, 0.108], [-0.982, -2.433, 0.418], [-1.717, 0.984, 0.139], [-2.918, 0.556, -0.452], [3.716, 0.752, -0.293], [0.856, 1.741, 0.099], [0.698, 0.644, 1.472], [-0.422, 0.175, -1.359], [-1.183, -3.428, 0.773], [-1.539, 2.009, -0.210], [-1.799, 1.008, 1.239], [-3.165, -0.300, -0.087]], "e_lumo_ev": 0.659, "smiles": "[H]/N=C(/O)C[C@@H](C#C)CO", "charge": 0, "e_homo_ev": -10.167}

Which one sits at the bottom of the stability order? model c does.

Model a:
{"formula": "C2H9N2", "method": "ωB97M-V/def2-TZVPD", "symbols": ["N", "C", "C", "N", "H", "H", "H", "H", "H", "H", "H", "H", "H"], "coordinates": [[0.019, 1.540, 1.190], [-0.533, 0.710, 0.116], [0.051, -0.685, 0.213], [0.593, -1.195, -1.113], [-0.427, 1.280, 2.070], [-0.306, 2.495, 1.065], [-1.619, 0.679, 0.081], [-0.292, 1.197, -0.843], [0.904, -0.665, 0.896], [-0.623, -1.415, 0.633], [0.252, -2.126, -1.365], [1.614, -1.260, -1.063], [0.367, -0.555, -1.880]], "e_lumo_ev": -3.879, "smiles": "NCC[NH3+]", "charge": 1, "e_homo_ev": -13.910}

Model b:
{"formula": "C2H9N2", "method": "ωB97M-V/def2-TZVPD", "symbols": ["C", "C", "N", "N", "H", "H", "H", "H", "H", "H", "H", "H", "H"], "coordinates": [[-1.070, 0.375, -1.280], [-1.371, -0.382, 0.033], [1.841, 0.205, 0.598], [-0.511, -0.567, 0.954], [-0.492, 1.190, -1.013], [-1.837, 0.609, -2.007], [-0.335, -0.298, -1.743], [-2.400, -0.626, 0.110], [2.597, -0.442, 0.861], [1.817, 1.026, 1.236], [2.016, 0.544, -0.395], [0.555, -0.436, 0.829], [-0.810, -1.197, 1.816]], "e_lumo_ev": -4.169, "charge": 1, "e_homo_ev": -15.529}

Which one sits at the bottom of the stability order? model b does.